{
  "formula": "C14H23BN6Pd",
  "method": "ωB97M-V/def2-TZVPD",
  "charge": 2,
  "multiplicity": 5,
  "gap_ev": [9.3, 4.6],
  "largest_force_ev_per_a": 4.0,
  "s_squared": 6.04,
  "e_above_lowest_ev": 0.016,
  "homo_energy_ev": [-15.3, -15.6],
  "symbols": ["H", "N", "B", "N", "C", "Pd", "H", "C", "H", "C", "H", "C", "H", "H", "H", "N", "N", "N", "N", "C", "C", "H", "H", "C", "C", "C", "C", "H", "H", "H", "H", "H", "C", "C", "C", "C", "H", "H", "H", "H", "H", "H", "H", "H", "H"],
  "coordinates": [[1.3933, -2.7945, -2.2353], [1.1394, -0.7693, -1.7431], [1.7050, 1.7891, -1.3394], [1.9615, 0.3556, -1.8500], [3.0138, 0.0576, -2.6353], [-0.9802, -1.0046, -1.8455], [3.6660, 0.8704, -2.9445], [2.9546, -1.2961, -2.9531], [3.6391, -1.8165, -3.6055], [1.8101, -1.7892, -2.3142], [2.2803, 2.6068, -2.0624], [-1.5434, 0.2961, 4.4962], [-2.5433, -0.1079, 4.6771], [-1.3942, 0.4275, 3.4215], [-1.4115, 1.2632, 4.9894], [2.3291, 2.1220, 0.1057], [0.1665, 1.9617, -1.4620], [2.0170, 1.4083, 1.2487], [-0.8907, 1.0482, -1.3479], [3.1864, 3.1122, 0.4955], [-0.3248, 3.1536, -1.8858], [3.6526, 3.8331, -0.1443], [0.3784, 3.9188, -2.1789], [3.3593, 3.0495, 1.8796], [-1.7214, 3.0638, -1.9094], [2.6034, 1.9599, 2.3150], [-2.0331, 1.7655, -1.4698], [3.9853, 3.6956, 2.4669], [-2.3874, 3.8397, -2.2512], [2.5200, 1.6111, 3.3471], [-2.9916, 1.3001, -1.2457], [-0.8389, -0.3840, 4.8808], [-3.4202, -3.4019, 0.7373], [-2.2861, -2.4431, 0.3626], [-1.0448, -2.8710, 1.1405], [-1.9629, -2.5131, -1.1525], [-3.1998, -4.4301, 0.4234], [-4.3758, -3.1566, 0.2655], [-3.5603, -3.4377, 1.8171], [-2.5535, -1.4194, 0.6675], [-0.8061, -3.9072, 0.8708], [-0.1546, -2.2849, 0.9134], [-1.2155, -2.8420, 2.2285], [-1.2798, -3.3367, -1.3578], [-2.8411, -2.5032, -1.8165]],
  "mulliken_charge": [0.450, 0.273, 0.317, -0.137, 0.032, 0.309, 0.449, -1.090, 0.417, 0.015, -0.094, -0.988, 0.292, 0.112, 0.306, 0.411, -0.054, -0.521, -0.002, -0.058, 0.000, 0.478, 0.447, -0.447, -0.989, -0.187, -0.070, 0.431, 0.411, 0.441, 0.492, 0.282, -1.575, 0.896, -1.445, -0.894, 0.371, 0.403, 0.423, 0.206, 0.427, 0.262, 0.391, 0.352, 0.455]
}

---

{
  "formula": "C45H41BrKN7O7",
  "method": "ωB97M-V/def2-TZVPD",
  "charge": -2,
  "gap_ev": 5.8,
  "largest_force_ev_per_a": 1.2,
  "e_above_lowest_ev": 0.210,
  "homo_energy_ev": -2.0,
  "symbols": ["K", "O", "C", "C", "C", "C", "C", "C", "C", "O", "N", "N", "C", "C", "Br", "C", "C", "C", "C", "C", "C", "C", "H", "H", "H", "H", "H", "H", "H", "H", "H", "H", "H", "H", "H", "H", "C", "C", "N", "N", "C", "O", "C", "C", "C", "C", "C", "C", "C", "C", "C", "C", "C", "N", "H", "H", "H", "H", "H", "H", "H", "H", "H", "H", "H", "H", "C", "C", "O", "C", "C", "C", "C", "C", "C", "O", "H", "H", "H", "H", "H", "H", "H", "O", "C", "N", "C", "O", "C", "C", "C", "C", "N", "C", "H", "H", "H", "H", "H", "H", "H", "H"],
  "coordinates": [[-0.3863, -1.1395, 0.3288], [-0.1353, 4.2653, -1.2577], [-0.0919, 4.7005, -0.0416], [0.3205, 6.0259, 0.2497], [0.3729, 6.5139, 1.5414], [0.0239, 5.7112, 2.6209], [-0.3760, 4.4024, 2.3648], [-0.4341, 3.8808, 1.0848], [-0.9106, 2.4392, 0.8715], [-0.2662, 1.8264, -0.2295], [-0.7389, 1.6082, 2.0521], [0.4509, 1.1258, 2.4585], [1.5261, 1.6368, 1.9975], [2.8408, 1.1099, 2.3446], [2.8551, -0.4580, 3.4102], [3.9401, 1.7219, 1.8889], [5.3762, 1.4358, 1.9312], [6.2291, 2.4785, 1.5478], [7.6028, 2.3183, 1.5033], [8.1690, 1.0941, 1.8323], [7.3376, 0.0466, 2.2017], [5.9625, 0.2101, 2.2568], [-0.1044, 2.5898, -0.8693], [0.5937, 6.6499, -0.5937], [0.6965, 7.5375, 1.7110], [0.0720, 6.0851, 3.6362], [-0.6414, 3.7496, 3.1897], [-1.9994, 2.4364, 0.7262], [-1.4981, 0.9685, 2.2448], [1.5382, 2.4599, 1.2922], [3.7078, 2.6376, 1.3501], [5.7916, 3.4301, 1.2709], [8.2299, 3.1479, 1.2003], [9.2420, 0.9551, 1.7895], [7.7605, -0.9220, 2.4372], [5.3390, -0.6300, 2.5190], [0.9758, -5.4547, -2.0323], [0.1992, -4.2614, -1.5502], [0.7237, -3.1220, -1.2755], [2.0658, -2.9882, -1.4869], [2.5672, -1.9267, -0.8441], [2.0245, -1.1631, -0.0269], [4.0304, -1.6877, -1.1435], [4.8869, -2.6992, -1.5658], [6.2329, -2.4367, -1.7768], [6.7360, -1.1565, -1.5814], [5.8839, -0.1419, -1.1663], [4.5415, -0.4100, -0.9401], [-1.2675, -4.3980, -1.3438], [-1.8739, -5.6570, -1.3509], [-3.2404, -5.7532, -1.1412], [-3.9762, -4.5990, -0.9460], [-3.2915, -3.3879, -0.9656], [-1.9871, -3.2847, -1.1496], [1.9637, -5.1250, -2.3421], [0.4719, -5.9477, -2.8675], [1.0966, -6.1983, -1.2380], [4.4778, -3.6880, -1.7213], [6.8949, -3.2367, -2.0910], [7.7885, -0.9525, -1.7386], [6.2713, 0.8543, -0.9927], [3.8701, 0.3550, -0.5745], [-1.2793, -6.5469, -1.5019], [-3.7209, -6.7252, -1.1271], [-5.0410, -4.6181, -0.7609], [-3.8217, -2.4549, -0.8168], [-2.2939, -4.1602, 3.2559], [-2.4459, -2.8573, 2.4790], [-1.4232, -2.2917, 2.1189], [-3.7850, -2.3593, 2.1729], [-4.8941, -3.1882, 2.4116], [-6.1812, -2.8364, 2.0791], [-6.3864, -1.5703, 1.4942], [-5.3463, -0.7191, 1.2600], [-3.9722, -1.0543, 1.5681], [-3.0546, -0.2411, 1.3023], [-1.2376, -4.2841, 3.4813], [-2.6298, -5.0048, 2.6513], [-2.8757, -4.1558, 4.1781], [-4.7270, -4.1614, 2.8576], [-7.0097, -3.5067, 2.2663], [-7.3943, -1.2618, 1.2295], [-5.5119, 0.2607, 0.8258], [-4.4547, 4.4241, -4.5255], [-5.0690, 3.4687, -3.6782], [-4.9561, 3.7517, -2.2833], [-4.0240, 3.2446, -1.4012], [-4.1046, 3.4919, -0.2201], [-3.0053, 2.3183, -1.9908], [-2.0158, 2.7768, -2.8488], [-1.1249, 1.8617, -3.3772], [-1.2559, 0.5299, -3.0145], [-2.1490, 0.0922, -2.1346], [-2.9958, 0.9783, -1.6208], [-3.5057, 4.3866, -4.3522], [-4.6644, 2.4716, -3.8645], [-6.1230, 3.4861, -3.9589], [-5.5548, 4.4549, -1.8769], [-1.8836, 3.8373, -3.0250], [-0.3107, 2.1816, -4.0120], [-0.5723, -0.2170, -3.4021], [-3.6614, 0.6148, -0.8478]],
  "mulliken_charge": [1.235, -0.919, 0.875, -0.619, -0.309, -1.049, -0.231, -0.477, -0.257, -0.094, 0.523, -0.888, 0.501, 0.088, -0.167, -0.401, 0.901, -0.635, -0.529, -0.389, -0.780, -0.193, 0.255, 0.362, 0.331, 0.369, 0.400, 0.076, 0.362, 0.038, 0.258, 0.371, 0.350, 0.365, 0.365, 0.185, -1.553, 0.287, 0.670, -1.004, -0.295, -0.516, 0.271, -0.196, -0.666, -0.415, -0.614, -0.090, 0.446, -0.674, -0.592, -0.999, -0.062, 0.198, 0.337, 0.386, 0.278, 0.374, 0.349, 0.369, 0.448, 0.523, 0.340, 0.368, 0.426, 0.457, -1.764, 0.709, -0.319, 0.995, -0.681, -0.916, -0.469, -0.373, -0.630, -0.194, 0.343, 0.331, 0.404, 0.271, 0.346, 0.379, 0.462, -0.594, -0.529, -0.082, -0.241, -0.639, 0.707, -0.135, -1.249, -0.350, -0.219, 0.052, 0.418, 0.389, 0.343, 0.283, 0.681, 0.408, 0.429, 0.307]
}

---

{
  "formula": "C6H12BrHfN2O7P2S",
  "method": "ωB97M-V/def2-TZVPD",
  "charge": 3,
  "gap_ev": 4.7,
  "largest_force_ev_per_a": 4.5,
  "homo_energy_ev": -18.8,
  "symbols": ["C", "C", "C", "C", "O", "O", "N", "C", "C", "O", "Br", "P", "N", "O", "O", "P", "O", "O", "S", "H", "H", "H", "H", "H", "H", "H", "H", "H", "H", "H", "H", "Hf"],
  "coordinates": [[2.9471, 0.1353, 1.2368], [1.7243, -0.4552, 0.4994], [0.4532, 0.4720, 0.5272], [0.3492, 1.1213, 1.8855], [-0.3167, 0.6387, 2.7538], [0.9235, 2.2617, 2.0580], [-0.7736, -0.3357, 0.3666], [-2.0049, 0.4373, 0.1359], [-3.0965, -0.1690, 1.0681], [-2.9062, -1.2368, 1.5308], [-4.6985, 0.7846, 1.4395], [-0.6178, -1.7142, -0.5722], [0.2241, -1.5709, -1.9369], [-0.0978, -2.9081, 0.2839], [-2.1373, -2.1492, -1.0291], [0.7153, 1.8323, -0.6080], [2.2319, 1.9513, -0.9511], [-0.0112, 1.7156, -2.0437], [0.1174, 3.4955, 0.2967], [3.8826, -0.2736, 0.8775], [2.8727, -0.1219, 2.2925], [3.0005, 1.2162, 1.1918], [2.0288, -0.5985, -0.5333], [1.5062, -1.4104, 0.9718], [-2.3594, 0.4274, -0.8980], [-1.9170, 1.4821, 0.4283], [0.9646, -2.2713, -1.8971], [-0.4878, -3.7299, -0.0582], [-2.0799, -2.3937, -1.9607], [2.3695, 2.6416, -1.6245], [-0.8736, 2.1499, -1.9693], [-1.9326, -1.4245, -3.7618]],
  "mulliken_charge": [-1.444, -1.484, 1.085, 0.487, -0.371, -0.447, 0.642, -0.686, 0.157, -0.370, 0.007, 1.121, -0.683, -0.502, -0.319, 0.576, -0.472, -0.437, 0.192, 0.392, 0.448, 0.408, 0.409, 0.619, 0.199, 0.813, 0.239, 0.361, 0.123, 0.434, 0.414, 1.089]
}

---

{
  "formula": "C6H18NO",
  "method": "ωB97M-V/def2-TZVPD",
  "charge": 1,
  "gap_ev": 11.8,
  "largest_force_ev_per_a": 2.0,
  "e_above_lowest_ev": 0.062,
  "homo_energy_ev": -14.8,
  "symbols": ["C", "C", "C", "C", "C", "C", "N", "H", "H", "H", "H", "H", "H", "H", "H", "H", "H", "H", "H", "H", "H", "H", "H", "H", "H", "O"],
  "coordinates": [[0.1491, -0.5265, -2.2465], [-0.2600, -1.1172, -0.9131], [-1.1012, -0.1729, 0.0058], [-1.3804, -0.8843, 1.3303], [-0.3819, 1.1477, 0.2386], [-1.1952, 2.1661, 1.0227], [1.0582, -1.5565, -0.2196], [0.3791, -1.3170, -2.9656], [0.9561, 0.1993, -2.2225], [-0.7079, -0.0127, -2.6919], [-0.8002, -2.0567, -0.9990], [-2.0165, 0.0004, -0.5588], [-1.6992, -1.9200, 1.1719], [-2.2030, -0.3923, 1.8429], [-0.4852, -0.9206, 1.9528], [-0.1264, 1.6255, -0.7113], [0.5516, 1.0630, 0.7888], [-1.4678, 1.8265, 2.0337], [-2.1138, 2.5916, 0.6197], [-0.6120, 3.0460, 1.3278], [1.7605, -0.8649, 0.1347], [1.5645, -2.0929, -0.9260], [0.8278, -2.1969, 0.5402], [3.2104, 0.7326, 1.2697], [3.1366, 1.1831, -0.2139], [2.9568, 0.4498, 0.3887]],
  "mulliken_charge": [-1.577, -0.150, 0.507, -1.841, -0.053, -1.588, -0.193, 0.476, 0.395, 0.382, 0.442, 0.409, 0.438, 0.439, 0.400, 0.328, 0.104, 0.347, 0.383, 0.400, 0.191, 0.416, 0.412, 0.306, 0.306, -0.678]
}